--- i ---
{
  "formula": "C5H11N3O",
  "method": "ωB97M-V/def2-TZVPD",
  "homo_energy_ha": -0.2888,
  "total_charge": 0,
  "multiplicity": 1,
  "symbols": ["C", "N", "C", "C", "N", "C", "C", "N", "O", "H", "H", "H", "H", "H", "H", "H", "H", "H", "H", "H"],
  "coordinates": [[-1.63669, -1.41954, -0.32504], [-1.34217, -0.02163, -0.14148], [-2.44215, 0.79518, 0.31271], [0.00152, 0.45873, -0.07921], [0.15934, 1.80459, -0.17895], [1.01486, -0.39831, 0.19667], [2.42400, 0.10692, 0.01378], [3.38697, -0.86085, 0.10955], [2.76821, 1.28217, -0.13530], [-2.62663, -1.51527, -0.77477], [-0.90549, -1.86716, -0.99682], [-1.62871, -1.97846, 0.61937], [-3.08114, 0.22193, 0.98943], [-2.07053, 1.67023, 0.84378], [-3.05791, 1.13391, -0.52974], [1.15156, 2.04941, -0.25683], [-0.51855, 2.30776, -0.72789], [0.88688, -1.42852, 0.47161], [3.16839, -1.77851, 0.45181], [4.34821, -0.56257, 0.13734]]
}

---

--- ii ---
{
  "formula": "C5H11N3O",
  "method": "ωB97M-V/def2-TZVPD",
  "homo_energy_ha": [-0.3014, -0.3013],
  "total_charge": 0,
  "multiplicity": 1,
  "symbols": ["C", "C", "C", "C", "N", "O", "H", "H", "H", "H", "H", "H", "H", "N", "C", "N", "H", "H", "H", "H"],
  "coordinates": [[-0.68460, 2.34767, 0.01451], [-0.28652, -0.17348, 1.65795], [0.56452, 1.52560, -0.16414], [0.63004, 0.17561, 0.51935], [1.78201, -0.48544, 0.41284], [1.50023, 1.89210, -0.84534], [2.39541, -0.10663, -0.30432], [-1.56580, 1.78254, -0.29969], [-0.60164, 3.25714, -0.57544], [-0.82716, 2.60432, 1.06741], [0.03481, 0.36987, 2.55246], [-1.32172, 0.08791, 1.44810], [-0.23082, -1.24091, 1.86433], [0.43800, -2.45769, -0.63905], [-0.45296, -1.65963, -1.12989], [-1.50193, -1.72840, -1.86758], [0.60946, -3.28561, -1.19949], [1.61178, -1.52276, 0.31010], [-1.84335, -0.82179, -2.17167], [-0.24974, -0.56043, -0.65045]]
}

---

Verdict on stability: ii comes out at the bottom.

---

--- i ---
{
  "formula": "C5H11N3O",
  "method": "ωB97M-V/def2-TZVPD",
  "homo_energy_ha": -0.3177,
  "total_charge": 0,
  "multiplicity": 1,
  "symbols": ["H", "N", "C", "N", "C", "O", "H", "H", "H", "H", "H", "H", "N", "C", "C", "C", "H", "H", "H", "H"],
  "coordinates": [[1.64634, -2.48312, 0.15307], [1.27831, -1.86235, -0.56892], [0.18685, -1.32141, -0.16855], [-0.56544, -0.37404, -0.92445], [-0.05341, 0.05149, -2.23076], [-1.92717, -0.78751, -1.03238], [-0.37782, -1.67438, 0.70383], [0.28231, 1.08780, -2.22758], [-0.80452, 0.01800, -3.01921], [0.81931, -0.49170, -2.59183], [-1.88272, -1.62759, -1.52352], [-1.37528, 2.82903, 0.16749], [-0.49941, 2.33545, -0.00941], [-0.49794, 1.19230, 0.58201], [0.88424, 0.72203, 1.42002], [0.82184, 0.29878, 2.68395], [-1.35615, 0.83872, 1.17027], [1.80414, 1.11596, 0.99740], [1.71639, 0.20418, 3.29315], [-0.09987, -0.07164, 3.12542]]
}

---

--- ii ---
{
  "formula": "C5H11N3O",
  "method": "ωB97M-V/def2-TZVPD",
  "homo_energy_ha": -0.2593,
  "total_charge": 0,
  "multiplicity": 1,
  "symbols": ["C", "C", "C", "C", "N", "N", "C", "O", "N", "H", "H", "H", "H", "H", "H", "H", "H", "H", "H", "H"],
  "coordinates": [[1.61035, -0.12070, -0.36091], [-0.93276, 1.07195, 1.28918], [0.50126, -1.41239, 0.02244], [-0.69933, 1.08782, -0.18131], [0.02740, -2.20381, -0.99768], [-1.68056, 1.74934, -0.91099], [0.31258, 0.41856, -0.83541], [2.24996, 0.35970, 0.76683], [0.53241, -1.89247, 1.20498], [1.69200, 0.98610, 1.23928], [2.29232, -0.53587, -1.09701], [-0.15718, -3.16173, -0.74566], [0.32155, -1.99578, -1.93390], [-1.62828, 1.66702, -1.91513], [-2.62558, 1.66633, -0.57068], [0.96522, -1.27633, 1.88433], [0.24067, 0.42310, -1.92250], [-0.95102, 0.04291, 1.66805], [-0.16904, 1.62525, 1.83645], [-1.90196, 1.50100, 1.55965]]
}

---

--- iii ---
{
  "formula": "C5H11N3O",
  "method": "ωB97M-V/def2-TZVPD",
  "homo_energy_ha": -0.3214,
  "total_charge": 0,
  "multiplicity": 1,
  "symbols": ["C", "C", "O", "C", "N", "N", "C", "C", "N", "H", "H", "H", "H", "H", "H", "H", "H", "H", "H", "H"],
  "coordinates": [[1.93643, -0.59817, 0.76536], [0.93406, -0.52355, -0.36127], [1.09278, -1.11843, -1.41163], [-0.03964, 0.79574, -0.37133], [-0.50456, 1.07107, -1.69934], [0.49459, 1.97851, 0.26241], [-1.04840, 0.16400, 0.53512], [-1.22910, -1.46002, 0.26992], [-2.22407, -0.41736, -0.00119], [1.48952, -0.33274, 1.72057], [2.36538, -1.59812, 0.79786], [2.73635, 0.11861, 0.57404], [-0.09413, 0.43910, -2.38087], [-1.50995, 0.94721, -1.75955], [0.53087, 2.75633, -0.38623], [1.42966, 1.88128, 0.63582], [-0.96145, 0.41481, 1.59012], [-1.06100, -2.07476, -0.60515], [-1.32496, -2.03153, 1.18853], [-3.01238, -0.41200, 0.63682]]
}

---

Verdict on stability: i comes out at the bottom.

---

--- i ---
{
  "formula": "C6H9N2O2",
  "method": "ωB97M-V/def2-TZVPD",
  "s2": 0.75,
  "homo_energy_ha": [0.1419, -0.0565],
  "total_charge": -2,
  "multiplicity": 2,
  "symbols": ["C", "C", "C", "C", "N", "N", "H", "H", "H", "H", "H", "H", "C", "C", "O", "O", "H", "H", "H"],
  "coordinates": [[-0.47383, -3.07729, 2.54365], [-0.92386, 0.49043, 1.40728], [0.32901, -1.30973, 0.70007], [-0.36703, -1.72583, 1.86896], [-0.02246, 0.01833, 0.38354], [-1.19120, -0.59592, 2.27939], [0.05956, 0.44791, -0.60011], [-1.31441, 1.43136, 1.62852], [1.10450, -1.75612, 0.23617], [-1.19965, -3.10319, 3.34323], [0.28334, -3.29647, 3.30029], [-0.40474, -3.88409, 1.82546], [1.08082, 2.63478, -3.01465], [-0.01195, 1.86398, -2.23460], [-0.83107, 2.47420, -1.63959], [0.09109, 0.62437, -2.29986], [0.79829, 3.73177, -3.03311], [0.88104, 2.28470, -4.07562], [2.11253, 2.74681, -2.61902]]
}

---

--- ii ---
{
  "formula": "C6H9N2O2",
  "method": "ωB97M-V/def2-TZVPD",
  "s2": 0.75,
  "homo_energy_ha": [0.1440, -0.0578],
  "total_charge": -2,
  "multiplicity": 2,
  "symbols": ["C", "C", "C", "C", "N", "N", "H", "H", "H", "H", "H", "H", "C", "C", "O", "O", "H", "H", "H"],
  "coordinates": [[1.77975, -1.49698, 3.17311], [1.73508, 1.13264, 0.53928], [1.46847, -0.44881, 2.07576], [0.62290, -0.81967, 0.94397], [2.13987, 0.79347, 1.73810], [0.80362, 0.31104, -0.01291], [2.10388, 2.13501, 0.27750], [0.19684, 0.20600, -0.85802], [-0.04684, -1.63823, 0.75304], [0.85855, -1.63992, 3.76014], [2.64153, -1.13212, 3.81334], [2.17027, -2.37906, 2.64854], [-2.82584, 0.53239, -0.97957], [-1.94916, 0.09230, -2.15805], [-0.64843, -0.02087, -1.98333], [-2.42946, 0.11163, -3.27352], [-3.86435, 0.36464, -1.02387], [-2.57438, 1.59344, -0.89611], [-2.45411, 0.08143, -0.06304]]
}

---

Verdict on stability: i comes out at the bottom.

---

--- i ---
{
  "formula": "C4H11N3",
  "method": "ωB97M-V/def2-TZVPD",
  "homo_energy_ha": -0.3355,
  "total_charge": 0,
  "multiplicity": 1,
  "symbols": ["H", "N", "C", "N", "C", "C", "C", "N", "H", "H", "H", "H", "H", "H", "H", "H", "H", "H"],
  "coordinates": [[-3.02717, -0.51231, 1.41107], [-2.97438, 0.50162, 1.52706], [-1.74502, 0.76963, 1.70448], [-0.71234, -0.11309, 1.39654], [-0.59454, -0.53829, 0.00455], [0.77759, -0.99866, -0.47694], [1.76240, 0.17074, -0.61773], [1.56850, 1.01424, -1.82132], [-1.42224, 1.81429, 1.79527], [0.11278, -0.25713, 1.95862], [-0.90428, 0.29478, -0.64710], [-1.35236, -1.28699, -0.24752], [1.14715, -1.69702, 0.28483], [0.63497, -1.43073, -1.46971], [1.70378, 0.79740, 0.27314], [2.77891, -0.21621, -0.64998], [0.60346, 1.34251, -1.83870], [1.64277, 0.34522, -2.58656]]
}

---

--- ii ---
{
  "formula": "C4H11N3",
  "method": "ωB97M-V/def2-TZVPD",
  "homo_energy_ha": -0.3171,
  "total_charge": 0,
  "multiplicity": 1,
  "symbols": ["H", "N", "C", "N", "C", "N", "H", "H", "H", "H", "H", "H", "C", "C", "H", "H", "H", "H"],
  "coordinates": [[-2.35360, 0.53990, 1.24113], [-1.40909, 0.85115, 1.47052], [-0.62749, 0.63283, 0.44982], [-0.95859, 1.02496, -0.84467], [0.97401, 1.01412, 0.80397], [1.81368, 1.02353, -0.38646], [-1.59678, 1.81013, -0.85312], [-0.13085, 1.22419, -1.40846], [0.85419, 2.02928, 1.18479], [1.35518, 0.40956, 1.63274], [2.09041, 0.07294, -0.61966], [2.65578, 1.57136, -0.23886], [-0.48427, -1.73984, 0.17662], [-0.53252, -2.28643, -1.04207], [0.28974, -0.89538, 0.48077], [-0.82333, -2.27271, 1.05966], [-0.25052, -1.70247, -1.91098], [-0.86594, -3.30712, -1.19572]]
}

---

Verdict on stability: ii comes out at the bottom.

---

--- i ---
{
  "formula": "C4H11N3",
  "method": "ωB97M-V/def2-TZVPD",
  "homo_energy_ha": -0.2911,
  "total_charge": 0,
  "multiplicity": 1,
  "symbols": ["C", "C", "N", "C", "C", "N", "N", "H", "H", "H", "H", "H", "H", "H", "H", "H", "H", "H"],
  "coordinates": [[-2.60597, 0.21618, -0.23784], [-1.04690, 0.44196, -0.16522], [-0.55999, 1.60779, -0.70681], [-0.34124, -0.53734, 0.39710], [1.20967, -0.58208, 0.57617], [1.75199, -1.57712, -0.29872], [1.91625, 0.62069, 0.23574], [-3.12423, 1.01506, 0.30176], [-2.92955, 0.24789, -1.28237], [-2.92513, -0.74061, 0.18591], [0.41507, 1.47250, -1.00349], [-1.15774, 2.00853, -1.42470], [-0.82411, -1.42344, 0.79736], [1.41701, -0.82603, 1.62444], [2.73890, -1.38322, -0.43206], [1.66956, -2.49850, 0.11498], [1.51343, 1.38863, 0.77816], [2.88298, 0.54910, 0.53957]]
}

---

--- ii ---
{
  "formula": "C4H11N3",
  "method": "ωB97M-V/def2-TZVPD",
  "homo_energy_ha": -0.2964,
  "total_charge": 0,
  "multiplicity": 1,
  "symbols": ["H", "N", "C", "N", "N", "C", "C", "C", "H", "H", "H", "H", "H", "H", "H", "H", "H", "H"],
  "coordinates": [[1.49541, -1.17082, -2.87104], [1.86476, -0.53275, -2.20392], [0.79608, -0.17911, -1.52949], [-0.23002, 0.44799, -2.22708], [0.77258, 0.00449, -0.13886], [-0.32721, 0.44635, 0.77525], [-0.77388, -0.56388, 1.92432], [-1.60550, 0.26108, 2.95878], [-0.86164, 0.87587, -1.56122], [0.01198, 0.06480, -3.22370], [1.70549, -0.13663, 0.21373], [-1.19556, 0.63708, 0.21803], [-0.25918, 1.37931, 1.18051], [-1.24256, -1.46940, 1.43477], [0.25637, -0.75637, 2.32003], [-2.22414, 1.06412, 2.48028], [-0.85076, 0.62086, 3.51294], [-2.22360, -0.33356, 3.51148]]
}

---

Verdict on stability: ii comes out at the bottom.